The molecule C14H18Cl2N2O. Source: the OMol25 dataset; level of theory: ωB97M-V with the def2-TZVPD basis set.

```
37
Properties=species:S:1:pos:R:3:forces:R:3:nbo_charge:R:1
Cl -3.497032 3.040609 0.026884 -0.1 0.3 0.0 0.01
C 1.132809 0.476025 0.238565 -0.1 0.2 -0.3 -0.22
H 4.450863 -0.733502 2.324926 0.0 0.0 0.1 0.21
H 3.925568 0.349191 -1.572408 0.0 0.0 -0.1 0.19
H 5.235276 -1.203427 0.033082 0.1 0.0 0.0 0.19
C 3.002753 -0.114678 -1.209225 -0.1 -0.2 -0.1 -0.22
H -5.978178 2.138732 0.929200 0.0 0.1 0.0 0.23
H 0.969893 0.826991 1.261819 0.0 -0.1 0.0 0.19
N 2.521115 0.702889 -0.108626 -0.1 0.2 0.1 -0.46
H 2.363253 -2.066784 -0.532925 0.0 -0.1 0.0 0.20
C -4.039978 -0.906875 -0.394604 -0.1 0.0 0.1 -0.17
H 2.269247 -0.083263 -2.015731 0.1 0.0 -0.1 0.20
H 4.433599 -2.640708 0.677013 0.1 0.0 0.0 0.21
C 3.292969 -1.569256 -0.817201 0.2 0.2 0.0 -0.42
H 4.385917 1.102632 0.662349 0.0 0.0 0.1 0.19
H -1.451822 1.617466 0.544511 -0.1 -0.1 -0.1 0.40
C 4.272439 -1.610098 0.353011 -0.3 -0.1 0.1 -0.40
C 3.448094 0.653139 1.005581 0.0 -0.1 0.3 -0.21
C 3.730899 -0.768305 1.505523 0.2 0.2 -0.2 -0.42
C -3.430727 0.343800 -0.402943 -0.2 0.0 -0.1 -0.15
H 0.520307 2.329049 -0.686646 0.0 -0.1 0.0 0.20
N -1.167598 1.164860 -0.309555 0.2 0.0 0.2 -0.60
C -4.149415 1.437153 0.075702 0.0 -0.3 0.0 -0.02
C 0.217083 1.279244 -0.699206 0.3 -0.2 0.0 -0.23
H 2.807557 -1.212595 1.884564 0.0 0.0 0.1 0.19
C -5.436156 1.277915 0.570252 0.1 0.0 0.0 -0.22
H 0.288656 0.898659 -1.718987 0.0 0.1 0.1 0.23
H -7.019555 -0.099587 0.989349 -0.1 0.0 0.0 0.23
Cl -6.044254 -2.627440 0.129114 -0.1 -0.2 0.0 0.02
C -6.021916 0.026751 0.600459 0.1 -0.1 -0.1 -0.21
H 0.834766 -0.582292 0.194689 0.0 0.0 0.1 0.18
O -1.763836 -0.216445 -1.995242 0.0 -0.2 -0.2 -0.61
C -5.318108 -1.064368 0.111304 0.2 0.3 0.0 -0.05
H 3.703757 -2.099762 -1.677402 -0.1 -0.1 0.0 0.21
H -3.495762 -1.746505 -0.798598 0.0 -0.1 0.0 0.25
H 3.055224 1.273556 1.814887 0.1 0.0 0.0 0.20
C -2.047692 0.407226 -0.993479 -0.1 0.2 0.3 0.66
```
Forces are in eV/Å.

Results
Electronic energy = -1649.43660 Ha
Molar mass = 301.22 g/mol
Energy above the lowest of the compared OMol25 structures with the same formula, charge and spin = 2.6 kcal per mole
LUMO = 0.5518 eV
HOMO energy = -8.304 eV